Formula: C3H36NO15S
Source: the Open Molecules 2025 dataset
Level of theory: ωB97M-V with the def2-TZVPD basis set

Output
E = -1716.79997 Ha
total charge = +2
HOMO (alpha / beta) = -15.729 / -15.729 eV
expectation value of S² = 0.7536
multiplicity = 2
HOMO-LUMO gap (alpha / beta) = 9.393 / 3.953 eV

Element x y z (Å)
H (2.12, -3.36, 0.19)
O (-1.41, 1.95, -0.93)
H (2.76, -0.89, 0.44)
H (3.04, -0.39, -3.32)
H (-1.86, 2.50, 1.73)
H (-4.68, 2.37, -1.32)
H (-2.19, 1.42, 2.83)
H (-4.25, 0.13, 0.97)
H (-3.97, 3.11, -0.13)
H (0.64, -2.37, -4.29)
C (-0.37, -3.26, -0.68)
H (-1.50, -0.70, -0.50)
O (-2.59, 1.98, 2.11)
H (2.69, 1.18, 3.19)
C (-0.28, -1.99, -1.56)
O (0.07, 1.11, -2.85)
O (-0.80, 3.86, 1.04)
C (-1.21, -2.03, -2.77)
O (-3.40, -0.02, 0.57)
H (-1.55, -1.04, -3.10)
H (-3.21, 0.92, 0.48)
O (0.78, -0.47, 4.56)
H (1.99, 3.73, 0.72)
O (1.88, 1.08, 2.65)
H (4.51, 0.08, -1.21)
H (0.00, -0.87, 0.16)
H (1.64, 2.53, -0.11)
H (2.95, -4.63, 0.69)
H (1.58, 0.04, -2.89)
O (2.71, -4.07, -0.06)
O (-0.79, -2.16, 3.13)
H (0.79, -2.08, -1.80)
H (0.43, 1.91, -3.28)
O (-3.99, 2.30, -0.65)
O (1.57, 3.47, -0.10)
H (-0.85, 4.80, 0.79)
H (-2.16, -2.51, -2.56)
H (1.97, -0.92, 1.69)
H (4.92, 1.14, -0.29)
H (-0.53, -4.22, -1.19)
H (-0.76, -2.66, 2.32)
S (-0.58, -2.95, -4.15)
H (-0.85, 2.48, -0.31)
H (-0.08, 0.05, -1.23)
H (0.33, -1.14, 3.97)
H (-1.61, -1.65, 3.05)
O (2.20, -0.69, -2.99)
H (-0.75, 1.41, -2.42)
O (4.17, 0.54, -0.42)
N (-0.49, -0.78, -0.74)
O (-0.40, -3.20, 0.51)
H (-2.30, 2.29, -0.76)
O (1.89, -1.21, 0.76)
H (0.46, -0.74, 5.42)
H (0.13, 3.83, 1.31)
H (1.20, 0.80, 3.30)

Here are the Mulliken charges for atoms 1 to 4, given in e:
1. H 0.3513
2. O -0.6173
3. H 0.2326
4. H 0.3049